[1]
Density functional theory data (ωB97M-V/def2-TZVPD) for a single C4H8O2 molecule in a non-equilibrium geometry.

Calculated values
- frontier orbital gap (Ha) = 0.3326
- SMILES = CC(=O)CCO
- electronic energy (a.u.) = -307.580998
- highest occupied orbital energy (eV) = -8.81

```
14
Properties=species:S:1:pos:R:3:forces:R:3:lowdin_charge:R:1
C -0.099255 -1.996886 0.038509 1.8 -0.4 -1.7 -0.032
C -0.588789 -0.614203 -0.626305 0.5 -1.1 5.1 -0.274
O -1.434936 -0.509878 0.251639 -3.5 3.5 -1.0 -0.017
C 0.209570 0.690864 -0.979384 0.1 -0.5 -0.4 -0.096
C 0.161282 1.643212 0.238719 -0.2 0.1 -0.4 -0.269
O 0.660370 1.026990 1.405979 -0.2 -0.1 0.1 -0.063
H -0.668514 -2.825834 -0.374305 0.5 -0.1 -0.2 0.072
H 0.936646 -1.941713 -0.200005 1.3 -1.3 -0.2 0.048
H -0.170883 -2.048035 1.161584 -0.2 0.7 -1.3 0.096
H 1.248339 0.413317 -1.179211 -0.1 -0.1 0.0 0.109
H -0.145736 1.222358 -1.871659 -0.2 -0.3 0.1 0.113
H -0.864845 2.002594 0.395058 0.2 -0.1 -0.1 0.118
H 0.790421 2.522888 0.054169 -0.1 -0.3 -0.1 0.122
H -0.033670 0.414326 1.685213 0.2 0.1 0.1 0.073
```
Positions in Å, forces in eV/Å.

[2]
Density functional theory data (ωB97M-V/def2-TZVPD) for a molecular structure, C20H35N5 in a non-equilibrium geometry.

Calculated values
- frontier orbital gap (Ha) = 0.2878
- electronic energy (a.u.) = -1055.955009
- highest occupied orbital energy (eV) = -7.83

```
60
Properties=species:S:1:pos:R:3:forces:R:3:lowdin_charge:R:1
C 0.608129 0.834299 3.473501 2.8 9.7 8.9 -0.238
C -0.342141 1.757759 4.387621 1.3 -1.3 1.3 -0.129
C -0.205631 1.410129 5.938311 0.4 1.6 -0.8 -0.198
C -0.525401 0.093079 6.419191 -1.5 -3.7 2.0 -0.231
N -0.837491 -0.921131 6.943731 1.1 3.3 -2.0 0.135
H 0.601039 -0.196801 3.826921 0.7 0.5 1.3 0.116
H 1.635189 1.168589 3.620161 0.6 0.5 0.3 0.118
H 0.247559 0.920009 2.448451 2.0 7.4 3.7 -0.035
H -1.372091 1.694419 4.036491 -0.2 -0.3 0.2 0.106
H -0.083001 2.814519 4.322801 0.3 -0.1 -0.3 0.101
H -0.695451 2.154949 6.565541 -0.9 -0.2 -0.2 0.114
H 0.792609 1.656319 6.300241 0.6 -0.4 -0.6 0.116
C 0.194009 -0.216391 1.907301 -4.2 -9.9 -5.7 -0.245
C -0.626641 0.491259 0.859901 0.9 -1.0 -0.4 -0.160
C -0.126371 0.298109 -0.554869 1.5 -2.2 6.6 -0.234
C -0.344361 -1.111291 -1.060449 0.1 -0.8 1.0 0.046
N -0.556801 -2.223101 -1.378059 2.4 15.9 0.5 0.163
H 1.246229 0.043459 2.023111 0.1 -1.6 -1.8 0.116
H 0.018409 -1.290641 1.964201 0.4 -1.1 -1.4 0.128
H -0.221061 0.032009 2.884081 -4.1 -5.1 -3.8 0.007
H -0.465151 1.527219 1.157921 -0.6 0.9 -0.6 0.129
H -1.686101 0.255959 0.758511 -0.1 -0.1 1.2 0.138
H 0.943899 0.498839 -0.506589 -1.0 -0.7 -0.4 0.054
H -0.540181 1.037939 -1.240079 0.6 -1.6 6.3 -0.062
C -3.158131 -3.577761 -0.340339 -0.6 -0.2 -1.7 -0.123
C -1.750031 -3.741921 0.045741 2.3 0.0 -0.1 -0.254
C -0.834171 -4.136811 -1.212479 -1.4 -7.7 1.1 -0.271
C 0.499539 -4.661811 -0.886829 -3.6 0.7 -0.5 -0.252
N 1.516749 -5.094771 -0.648369 2.6 -0.8 0.6 0.113
H -3.070691 -3.212411 -1.363549 -0.6 0.1 -0.4 0.073
H -3.680841 -2.772101 0.175201 -0.3 -0.6 0.4 0.078
H -3.625411 -4.559851 -0.412929 -0.7 0.3 0.3 0.083
H -1.585331 -4.488521 0.822631 0.0 0.1 0.1 0.113
H -1.470721 -2.747831 0.394841 0.6 -0.6 0.6 0.069
H -0.669621 -3.308631 -1.901789 -0.7 -4.5 -1.1 -0.044
H -1.405091 -4.874571 -1.776259 0.0 -1.1 0.4 0.113
C -2.006911 2.024379 -2.290189 1.2 -0.8 -1.3 0.001
C -0.663661 1.248259 -2.495909 -2.4 1.2 -6.1 -0.314
C -0.067961 1.043489 -3.860039 -1.6 -0.4 -0.9 -0.208
C -0.887271 0.295009 -4.816359 -3.3 -0.9 -1.4 -0.177
N -1.695141 -0.202531 -5.518189 2.6 1.3 1.9 0.133
H -2.174701 2.043549 -1.213349 -0.6 -0.1 0.0 0.083
H -2.758181 1.521689 -2.899279 -0.4 0.3 0.4 0.089
H -1.833871 3.050429 -2.614789 -0.3 0.0 -0.1 0.090
H -0.732581 0.270639 -2.018809 -1.4 0.8 -4.7 0.048
H -0.053101 1.866919 -1.838219 1.4 0.9 -2.0 0.119
H 0.902589 0.547489 -3.849519 -0.8 -0.4 0.4 0.095
H 0.163599 2.042959 -4.228199 -1.1 -0.8 -0.6 0.059
C 2.355119 2.036729 -0.390939 0.5 1.1 1.9 -0.099
C 2.911919 0.950319 -1.176729 1.4 -1.7 -3.4 -0.234
C 3.412999 1.303249 -2.642289 -0.9 1.0 0.3 -0.111
C 2.441869 1.873959 -3.590829 0.6 0.0 0.7 -0.199
N 1.711909 2.383059 -4.307989 3.0 2.3 -0.8 0.151
H 1.872099 2.788089 -1.015629 -0.2 0.1 0.4 0.102
H 3.101629 2.465729 0.277481 0.3 0.6 -0.5 0.097
H 1.718849 1.587059 0.371331 -0.5 0.6 -0.1 0.061
H 2.142739 0.193029 -1.328279 0.7 -0.4 -0.2 0.087
H 3.805979 0.463629 -0.786999 -0.3 0.0 0.6 0.125
H 3.873409 0.451079 -3.142229 0.3 0.1 0.3 0.128
H 4.033219 2.199259 -2.617869 1.1 -0.5 0.4 0.123
```
Positions in Å, forces in eV/Å.

[3]
Density functional theory data (ωB97M-V/def2-TZVPD) for a molecular structure, C14H46ClFN15O11PSSi2 in a non-equilibrium geometry.

Calculated values
- frontier orbital gap (Ha) = 0.2884
- electronic energy (a.u.) = -4088.895651
- highest occupied orbital energy (eV) = -8.35

```
92
Properties=species:S:1:pos:R:3:forces:R:3:lowdin_charge:R:1
C -1.103589 1.213916 0.834098 0.4 -0.6 0.5 -0.199
C -2.413356 2.146188 0.776234 1.7 0.0 0.6 -0.464
P -3.696114 1.655040 -0.524879 0.0 1.5 -0.2 0.713
C -2.968796 2.228220 -2.219347 0.0 -0.5 0.5 -0.349
Si -3.991379 -0.538083 -0.614450 0.3 0.1 1.8 0.373
O -2.825456 -1.430924 0.320159 -0.1 -1.5 -3.1 -0.424
Si -1.920473 -2.562169 -0.613256 2.2 3.0 2.4 0.482
C -0.158408 -2.628462 0.205358 -0.3 -0.3 0.1 -0.272
N -0.404996 -2.921108 1.656434 0.2 0.5 -0.6 -0.203
C 0.500214 -2.137272 2.556930 0.4 -1.4 1.3 -0.125
C -1.630152 -2.066196 -2.442747 0.5 -0.3 -1.5 -0.214
C -0.231531 -2.766289 -2.882587 -0.8 -4.1 -0.2 -0.710
O -0.130025 -4.017846 -3.009137 -0.2 6.0 0.4 -0.025
Cl 1.205677 -1.628393 -3.137864 -1.6 -1.2 0.3 0.596
S -2.715016 -4.603271 -0.375783 -0.7 -3.7 -2.1 0.711
O -1.676833 -5.582690 -0.848506 -2.6 2.7 1.9 -0.347
O -4.025971 -4.667359 -1.110704 2.8 0.2 2.4 -0.374
F -2.907286 -4.847101 1.302192 0.0 0.4 -2.8 -0.257
H -1.277636 0.317669 1.549546 0.1 1.5 -1.2 0.067
H -0.773713 0.800633 -0.185925 -0.7 0.8 1.5 0.046
H -0.200056 1.778982 1.268607 -1.4 -0.8 -0.6 0.056
H -2.836266 2.197271 1.853838 0.4 0.0 -2.0 0.087
H -2.062027 3.215991 0.496455 -0.9 -1.6 0.4 0.065
H -2.180549 1.473910 -2.562731 -0.9 1.5 0.2 0.017
H -3.872008 2.263921 -2.927287 1.6 0.1 0.9 0.035
H -2.534799 3.274136 -2.008820 -0.6 -1.7 -0.6 0.040
H -5.305931 -0.785192 0.026762 0.2 -0.1 0.0 -0.053
H -4.140710 -0.973692 -2.002335 0.2 -0.2 -0.4 -0.044
H 0.501427 -3.446774 -0.255489 -0.6 1.5 0.3 0.103
H 0.289973 -1.574089 0.134354 -0.5 -1.6 -0.3 0.098
H -0.274060 -3.942658 1.758259 0.0 1.0 0.4 0.105
H 0.577520 -1.023116 2.310509 -0.2 -1.8 0.0 0.084
H 1.525526 -2.681047 2.539668 -1.2 1.4 0.2 0.096
H 0.080355 -2.243281 3.630976 0.8 0.3 -1.7 0.081
H -1.536810 -0.921456 -2.597709 -0.3 -1.9 0.5 0.088
H -2.483402 -2.509235 -3.089016 1.6 0.8 0.7 0.109
C 2.266733 -7.507725 -4.769132 0.5 -0.1 -0.2 -0.707
O 3.356707 -7.911453 -5.146362 -0.1 0.0 0.0 0.013
N 2.021023 -6.201283 -4.506871 0.1 0.7 0.1 0.155
N 1.206906 -8.332153 -4.579801 -0.5 -0.7 0.0 0.147
H 1.132509 -5.849606 -4.195812 0.1 0.0 0.0 0.070
H 2.783583 -5.556507 -4.635548 -0.2 -0.1 0.0 0.106
H 1.349085 -9.311861 -4.764276 0.0 0.2 0.0 0.105
H 0.303969 -8.020340 -4.270735 0.1 0.0 0.0 0.093
C -4.708743 -7.187463 -4.844464 0.1 -0.5 -0.3 -0.708
O -4.714676 -8.024159 -5.734406 0.0 0.1 0.1 0.017
N -4.013215 -7.348316 -3.693111 0.5 -0.3 0.6 0.158
N -5.398539 -6.022690 -4.930547 -0.5 0.7 -0.3 0.147
H -3.995941 -6.671301 -2.949967 0.0 0.0 0.0 0.073
H -3.487400 -8.200811 -3.590077 -0.1 0.2 0.0 0.106
H -5.929126 -5.864828 -5.771792 0.1 0.0 0.2 0.105
H -5.406482 -5.322933 -4.210371 0.0 -0.1 0.0 0.090
C 1.413110 2.923378 -1.754686 0.4 -0.4 0.3 -0.688
O 0.573130 2.076544 -1.469051 -0.2 0.1 -0.2 -0.019
N 2.654533 2.930945 -1.221437 0.0 -0.2 0.2 0.167
N 1.168579 3.927951 -2.632397 -0.6 0.5 -0.5 0.155
H 3.360327 3.620098 -1.444507 0.2 -0.1 0.2 0.041
H 2.875188 2.200175 -0.564682 -0.1 0.1 -0.2 0.107
H 0.253907 3.957838 -3.052974 0.2 0.0 0.0 0.099
H 1.842389 4.630391 -2.879656 0.0 -0.1 0.1 0.098
C 5.625708 4.880494 -0.276144 0.2 0.2 0.1 -0.671
O 4.947515 4.503509 -1.227306 0.0 0.1 -0.2 -0.012
N 6.164390 6.117497 -0.208068 0.0 0.6 -0.5 0.162
N 5.893775 4.089861 0.788517 -0.1 -0.7 0.3 0.171
H 6.722671 6.443554 0.563735 -0.2 0.0 0.2 0.064
H 5.988358 6.737977 -0.981681 0.1 -0.2 0.1 0.109
H 5.510704 3.158531 0.777452 0.1 0.2 0.0 0.107
H 6.446157 4.381180 1.575778 -0.1 0.1 -0.1 0.097
C -2.559271 -2.042388 5.556310 0.4 -0.3 -0.1 -0.703
O -1.596332 -2.723813 5.875554 -0.1 0.1 0.0 0.013
N -2.948308 -1.885383 4.268450 0.1 -0.1 -0.7 0.163
N -3.322227 -1.383797 6.464106 -0.3 0.3 0.8 0.144
H -3.735385 -1.330453 3.985478 0.1 0.0 0.0 0.094
H -2.404728 -2.360820 3.562882 -0.1 0.1 0.0 0.082
H -3.064362 -1.475991 7.433228 -0.1 0.0 -0.2 0.105
H -4.116424 -0.819525 6.222791 0.1 -0.1 0.0 0.092
C 0.065321 4.184448 3.367597 -0.1 -0.6 0.0 -0.697
O -0.069861 3.005913 3.655385 0.0 0.2 0.0 0.025
N 0.183037 5.157672 4.305492 0.1 0.4 0.8 0.145
N 0.109738 4.624044 2.085276 0.0 0.0 -0.8 0.162
H 0.294757 6.131483 4.089960 0.0 -0.1 0.0 0.089
H 0.154651 4.870558 5.270523 0.0 0.1 -0.2 0.107
H 0.025874 3.930211 1.358346 0.1 0.1 0.1 0.077
H 0.220319 5.587900 1.828009 0.0 -0.1 0.0 0.095
C 5.636256 7.656827 3.160899 0.0 0.0 0.0 -0.680
O 6.502588 7.078482 2.519277 0.2 -0.1 0.1 0.005
N 5.681943 7.773458 4.508715 0.4 -0.2 0.6 0.158
N 4.556706 8.230321 2.577765 -0.4 0.2 -0.6 0.160
H 4.982046 8.243581 5.053445 0.1 0.0 -0.1 0.099
H 6.470764 7.359162 4.978891 -0.2 0.1 -0.1 0.112
H 4.487327 8.164122 1.574681 0.0 0.0 0.2 0.105
H 3.835393 8.709321 3.085510 0.1 0.0 0.0 0.097
```
Positions in Å, forces in eV/Å.

[4]
Density functional theory data (ωB97M-V/def2-TZVPD) for 8 unconnected molecules or ions with the total composition H16O8 in a non-equilibrium geometry.

Calculated values
- frontier orbital gap (Ha) = 0.3488
- SMILES = O.O.O.O.O.O.O.O
- electronic energy (a.u.) = -611.450320
- highest occupied orbital energy (eV) = -9.74

```
24
Properties=species:S:1:pos:R:3:forces:R:3:lowdin_charge:R:1
O -0.871134 1.432589 -0.507201 -2.0 -0.5 0.9 -0.079
H -0.620360 0.504251 -0.441700 0.2 0.0 0.0 0.021
H -1.719625 1.478958 -0.052334 -0.3 -0.2 -0.3 0.010
O 1.083839 2.169705 -1.152820 2.0 0.5 -0.8 -0.074
H 0.762250 2.933575 -1.644828 -0.1 -0.1 0.1 0.047
H 1.573305 1.658464 -1.807073 0.2 0.2 0.0 0.042
O 2.604187 -0.874528 1.841637 -0.1 -0.3 0.2 -0.040
H 2.524945 -1.047764 2.786465 0.1 0.1 0.0 0.045
H 1.784000 -1.218817 1.470492 0.0 0.2 -0.2 0.003
O -3.099518 3.373226 0.354338 -0.1 -0.2 0.2 -0.051
H -2.553111 2.937149 1.017864 0.1 0.2 0.0 0.027
H -3.941344 3.516741 0.801241 0.0 0.0 -0.1 0.039
O -5.515091 -2.184659 -0.324381 0.1 0.1 0.2 -0.061
H -4.607864 -1.889366 -0.187520 -0.1 0.0 -0.1 0.029
H -5.989971 -1.846967 0.443370 0.0 -0.1 -0.1 0.032
O -0.292010 -1.892844 0.327698 0.2 0.0 0.2 -0.041
H 0.266267 -2.634823 0.069275 -0.1 0.1 0.0 0.032
H -0.287700 -1.920522 1.291132 -0.2 0.0 0.0 0.042
O 2.304577 -1.984257 -1.784951 -0.1 -0.2 0.2 -0.048
H 1.493140 -2.487865 -1.915099 0.1 0.1 -0.2 0.026
H 2.905833 -2.611874 -1.368324 0.1 0.1 -0.1 0.040
O 4.103171 1.190093 0.042012 0.2 -0.1 -0.1 -0.067
H 4.715418 0.842985 0.700541 -0.1 0.0 -0.1 0.027
H 3.376804 0.556550 0.040156 0.0 0.1 0.1 0.000
```
Positions in Å, forces in eV/Å.

> The highest frontier orbital gap belongs to which entry?

H16O8

> Which of these has the highest highest occupied orbital energy?

C20H35N5

> Which formula does entry 2 have?

C20H35N5

> electronic energy of number 4 (H16O8)?

-611.450320 a.u.